#w
ORCA calculation (wB97M-V/def2-TZVPD) on a 2-piece molecular cluster, C8H12O overall.

## Properties
HOMO (hartree): -0.339
Gap between HOMO and LUMO (eV): 9.437
LUMO level (eV): 0.218

Last column: natural (NBO) charge in e.
Atoms and positions in Å:
C -0.61 0.31 -1.99  -0.74
C 0.47 -0.10 -0.79  -0.24
C -1.19 -1.07 0.42  -0.26
C -1.10 -0.02 1.26  -0.16
C 0.52 0.34 1.50  -0.32
C 1.16 -1.06 1.16  -0.35
C 0.21 -1.49 0.00  -0.28
C 0.90 1.06 0.37  0.08
H -1.11 -0.64 -2.62  0.27
H -0.31 1.17 -2.74  0.25
H -1.61 0.59 -1.65  0.24
H 1.55 0.13 -1.34  0.23
H -2.16 -1.49 0.20  0.23
H -1.86 0.87 1.65  0.25
H -0.76 1.94 -1.14  0.43
H 0.50 0.92 2.51  0.24
H 0.84 -1.78 2.12  0.20
H 2.12 -1.16 1.03  0.21
H 0.37 -2.48 -0.38  0.24
H 1.92 1.51 0.29  0.21
O 0.14 2.45 0.15  -0.74

#x
ORCA calculation (wB97M-V/def2-TZVPD) on a 2-piece molecular cluster, C8H12O overall.

## Properties
HOMO (hartree): -0.350
Gap between HOMO and LUMO (eV): 10.390
SMILES: C#CCC(C)=O.C=CC
LUMO level (eV): 0.859

Last column: natural (NBO) charge in e.
Atoms and positions in Å:
C -1.76 -1.07 0.62  0.00
C -0.97 -2.08 1.18  -0.62
C -2.28 -0.24 -0.02  -0.24
C -0.25 -1.98 2.44  0.60
C -0.79 -1.10 3.46  -0.71
C 0.99 -0.07 -1.54  -0.41
C -0.86 1.38 -2.44  -0.65
C 0.49 1.11 -1.85  -0.16
O 0.73 -2.62 2.63  -0.53
H -0.22 -2.16 0.38  0.28
H -2.78 0.60 -0.49  0.24
H -1.01 -0.11 2.92  0.23
H -1.58 -1.66 3.95  0.24
H -0.09 -0.84 4.17  0.23
H -1.46 -3.08 1.32  0.27
H 2.12 -0.19 -1.29  0.20
H 0.54 -0.99 -1.65  0.18
H -1.27 2.20 -1.93  0.21
H -0.61 1.65 -3.48  0.22
H -1.55 0.57 -2.37  0.22
H 1.03 2.02 -1.55  0.20

It is #w that is the least stable of them.